ORCA calculation (the ωB97M-V functional and the def2-TZVPD basis) on a structure of composition C16H26InNS at a distorted geometry.

CARTESIAN COORDINATES (ANGSTROEM)
C1 0.978 2.183 0.251
H1 1.410 2.436 1.233
H2 1.748 2.032 -0.522
H3 1.730 0.064 1.663
C2 -0.220 3.015 -0.172
H4 -0.922 2.450 -0.819
H5 -0.788 3.285 0.733
C3 0.310 4.239 -0.910
H6 -0.524 4.863 -1.232
H7 0.960 4.803 -0.233
H8 0.903 3.931 -1.781
C4 -0.538 -2.039 -0.403
C5 -0.944 -0.996 -1.309
C6 0.237 -0.428 -1.882
C7 1.371 -1.108 -1.328
C8 0.890 -2.107 -0.415
C9 1.726 -3.039 0.379
C10 2.794 -0.762 -1.582
C11 0.297 0.689 -2.859
C12 -2.347 -0.625 -1.624
C13 -1.453 -2.926 0.360
In1 0.285 0.235 0.756
H9 3.469 -1.023 -0.754
H10 3.137 -1.312 -2.469
H11 2.959 0.305 -1.793
H12 2.742 -2.664 0.539
H13 1.304 -3.266 1.366
H14 1.813 -3.993 -0.157
H15 -2.421 -2.460 0.587
H16 -1.662 -3.832 -0.231
H17 -1.030 -3.254 1.319
H18 -2.425 0.380 -2.060
H19 -2.762 -1.329 -2.364
H20 -3.018 -0.648 -0.751
H21 1.129 1.388 -2.690
H22 0.439 0.274 -3.867
H23 -0.620 1.291 -2.886
S1 -2.882 -0.264 4.009
C14 -1.279 0.130 4.623
C15 -0.381 0.204 3.638
N1 -0.963 -0.051 2.389
C16 -2.293 -0.319 2.418
H24 -1.024 0.305 5.672
H25 0.715 0.434 3.653
H26 -2.852 -0.489 1.504

Atomic forces in eV per Å
0.195 1.114 -0.375
0.009 0.150 -0.570
-0.229 0.041 0.395
0.650 -0.416 0.113
-0.360 -0.439 0.228
0.368 0.281 0.154
0.121 0.097 -0.364
0.123 0.140 0.059
0.139 0.088 -0.024
-0.130 0.090 -0.239
-0.193 0.159 0.135
0.778 -0.590 0.351
0.529 1.547 -0.399
-1.778 0.788 0.353
0.806 -1.055 0.928
0.047 0.607 0.137
0.337 -0.572 0.123
0.245 0.108 -0.001
-0.050 0.239 -0.382
-0.502 0.155 -0.278
-0.192 -0.106 0.289
0.368 -1.314 -0.897
-0.356 -0.131 -0.219
0.058 0.052 0.057
-0.261 -0.307 -0.063
-0.234 -0.029 -0.090
-0.013 0.092 -0.233
0.057 0.089 0.145
0.231 -0.132 -0.306
0.039 0.158 0.115
0.082 0.014 -0.335
0.079 -0.306 0.069
0.040 0.174 0.200
0.262 -0.128 -0.263
-0.115 -0.383 0.034
0.000 0.109 0.074
0.137 -0.304 0.017
0.975 0.173 0.065
-0.725 -0.043 0.825
0.307 -0.094 -1.648
-2.045 -0.391 0.255
2.216 0.760 1.189
-0.612 -0.197 -0.354
-1.316 -0.292 0.304
-0.086 0.002 0.426

Values from the calculation:
total charge: +2
frontier orbital gap (spin up / spin down): 5.511 / 5.731 eV
F_max: 2.63 eV/Å
LUMO (spin up / spin down): -9.7 / -9.3 eV
HOMO energy (spin up / spin down): -15.16 / -15.05 eV

***

ORCA calculation (the ωB97M-V functional and the def2-TZVPD basis) on a structure of composition C11H16N3O at a distorted geometry.

CARTESIAN COORDINATES (ANGSTROEM)
C1 -1.782 -0.973 0.267
C2 -1.064 -0.621 1.306
C3 -0.328 -1.215 -3.766
C4 -1.292 -1.082 -1.140
C5 -0.175 -0.469 -1.640
C6 -1.971 -1.932 -2.117
C7 0.369 2.147 1.971
C8 2.259 1.181 0.648
C9 0.119 1.455 -0.436
C10 0.801 -0.693 2.529
C11 0.750 1.078 0.867
N1 0.219 -0.525 -2.866
N2 -1.329 -2.038 -3.430
N3 0.315 -0.234 1.222
O1 -3.069 -2.385 -1.960
H1 -2.698 -1.545 0.356
H2 -1.208 -0.789 2.285
H3 0.162 -1.300 -4.822
H4 -0.683 1.758 2.337
H5 0.993 2.222 2.937
H6 0.169 3.236 1.570
H7 2.382 2.097 0.215
H8 2.532 0.351 -0.018
H9 2.944 1.029 1.466
H10 -0.925 1.709 -0.389
H11 0.633 2.096 -1.084
H12 0.418 0.305 -0.869
H13 1.841 -0.247 2.698
H14 0.238 -0.224 3.389
H15 1.018 -1.739 2.583
H16 -1.638 -2.652 -4.109

Atomic forces in eV per Å
-1.104 -1.786 -2.959
2.721 1.347 -3.032
0.896 -1.994 -2.307
1.186 1.239 1.927
-2.128 -0.685 0.215
-0.931 -0.138 -1.570
-3.010 1.009 0.851
-0.385 -3.418 0.133
-0.944 -0.347 0.954
3.353 2.790 1.155
1.330 1.853 1.334
2.627 2.926 0.529
0.591 1.753 2.421
-0.746 -1.761 1.325
0.149 -0.479 0.242
-0.254 0.457 0.474
-2.209 -0.787 2.975
-1.278 0.311 1.961
1.762 1.115 -0.538
-0.470 -0.386 -1.968
0.648 -2.177 0.696
0.969 2.373 -1.176
0.114 0.404 -0.406
-0.300 0.335 0.700
-0.567 -0.557 -0.209
0.994 0.862 -0.922
0.103 -0.449 -0.473
-1.208 -0.566 -0.312
0.219 -1.016 -0.807
-0.740 -0.708 0.030
-1.387 -1.518 -1.241

Values from the calculation:
total charge: +1
frontier orbital gap (spin up / spin down): 7.141 / 7.142 eV
energy above the lowest of the compared OMol25 structures with the same formula, charge and spin: 5.4046 eV
F_max: 4.51 eV/Å
LUMO (spin up / spin down): -5.3 / -5.3 eV
HOMO energy (spin up / spin down): -12.49 / -12.49 eV

***

Number 1: electronic energy -1267.60836 Eh. Number 2: electronic energy -667.82967 Eh.